Entry 1:
A 2-piece molecular cluster, C5H11N2O overall at a distorted geometry. Source: the OMol25 dataset; level of theory: ωB97M-V/def2-TZVPD.

```
19
Properties=species:S:1:pos:R:3:lowdin_charge:R:1
C -0.779 -1.148 0.300 -0.04
C 2.126 -0.102 -0.005 -0.31
C -0.849 1.305 0.435 -0.05
C -2.776 -0.389 -0.381 -0.04
C -1.575 -0.030 0.693 -0.29
N 3.024 0.871 0.193 0.03
N 2.578 -1.164 -0.597 0.05
O -0.415 -2.155 -0.063 0.33
H -1.068 1.542 -0.596 0.08
H -1.200 2.133 1.049 0.09
H 0.291 1.081 0.540 0.06
H -3.199 -1.523 -0.442 0.15
H -3.687 0.174 0.055 0.11
H -2.576 0.046 -1.451 0.13
H -2.068 -0.043 1.733 0.20
H 2.827 1.679 0.880 0.14
H 3.980 0.799 -0.283 0.13
H 1.861 -1.833 -1.045 0.12
H 3.505 -1.242 -1.016 0.11
```

Kohn-Sham gap = 7.8 eV
energy relative to the best compared isomer or geometry (same formula, charge and spin) = 102.5 kcal/mol
total energy = -381.50069 a.u.
spin multiplicity = 1
lowest unoccupied orbital energy = -4.56 eV
charge = +1

---

Entry 2:
An isolated ion of composition C10H12N3O and charge +1 at a distorted geometry. Source: the OMol25 dataset; level of theory: ωB97M-V/def2-TZVPD.

```
26
Properties=species:S:1:pos:R:3:lowdin_charge:R:1
C 2.593 -0.990 -3.368 -0.06
C 1.624 -1.980 -3.146 -0.06
C 2.585 0.203 -2.693 -0.01
C 0.599 -1.795 -2.240 -0.05
C 1.312 1.497 -0.882 -0.03
C 1.572 0.419 -1.739 -0.19
C 0.631 -0.607 -1.553 -0.01
C -0.386 0.167 -0.330 -0.11
C -1.689 -0.004 1.732 -0.35
C -1.405 1.547 3.623 -0.04
N -2.622 -0.708 2.392 0.22
N -1.126 1.065 2.289 0.06
N -1.323 -0.404 0.504 0.16
O 0.252 1.301 -0.096 0.02
H 3.364 -1.178 -4.099 0.11
H 1.687 -2.906 -3.697 0.11
H 3.326 0.963 -2.874 0.12
H -0.155 -2.547 -2.070 0.11
H 1.807 2.442 -0.791 0.13
H -1.075 0.833 4.382 0.10
H -0.865 2.477 3.768 0.10
H -2.471 1.746 3.753 0.10
H -2.935 -0.393 3.294 0.11
H -3.145 -1.446 1.956 0.13
H -0.384 1.517 1.773 0.14
H -1.773 -1.221 0.112 0.18
```

Kohn-Sham gap (spin up / spin down) = 7.0 / 7.0 eV
energy relative to the best compared isomer or geometry (same formula, charge and spin) = 51.4 kcal/mol
total energy = -627.46529 a.u.
spin multiplicity = 1
lowest unoccupied orbital energy (spin up / spin down) = -3.27 / -3.27 eV
charge = +1
SMILES string = CN/C(N)=[NH+]\c1occ2ccccc12

---

Entry 3:
An isolated molecule of C4H7ClO2Si at a distorted geometry. Source: the OMol25 dataset; level of theory: ωB97M-V/def2-TZVPD.

```
15
Properties=species:S:1:pos:R:3:lowdin_charge:R:1
C -2.753 1.339 -2.453 -0.13
C -1.728 0.716 -2.470 -0.69
C 2.585 -0.206 0.807 -0.13
C -1.873 -0.931 0.123 -0.09
O 1.985 0.052 -0.429 -0.27
O -0.437 -0.741 0.164 -0.29
Si 0.403 0.372 -0.699 0.21
Cl -0.085 0.004 -2.671 0.89
H 3.524 -0.716 0.702 0.08
H 1.905 -0.858 1.382 0.09
H 2.663 0.771 1.301 0.10
H -2.199 -0.651 1.120 0.09
H -1.853 -1.983 -0.123 0.09
H -2.402 -0.314 -0.549 0.01
H -0.100 1.607 -0.167 0.05
```

Kohn-Sham gap (spin up / spin down) = 9.2 / 9.2 eV
energy relative to the best compared isomer or geometry (same formula, charge and spin) = 88.4 kcal/mol
total energy = -1056.60805 a.u.
spin multiplicity = 1
lowest unoccupied orbital energy (spin up / spin down) = -0.05 / -0.05 eV
charge = 0

---

Entry 4:
An isolated molecule of C2H4N2O at a distorted geometry. Source: the OMol25 dataset; level of theory: ωB97M-V/def2-TZVPD.

```
9
Properties=species:S:1:pos:R:3:lowdin_charge:R:1
C -0.475 0.175 0.019 -0.53
C 0.797 -0.576 0.033 -0.20
H -2.462 -0.286 -0.239 0.10
H -1.422 -1.781 0.317 0.17
H 0.527 1.690 0.102 0.09
H 0.609 -1.745 -0.010 0.14
N -1.542 -0.703 -0.038 0.06
N -0.558 1.471 0.017 0.12
O 1.940 -0.107 -0.041 0.05
```

Kohn-Sham gap = 9.5 eV
energy relative to the best compared isomer or geometry (same formula, charge and spin) = 31.2 kcal/mol
total energy = -263.31351 a.u.
spin multiplicity = 1
lowest unoccupied orbital energy = -0.32 eV
charge = 0
SMILES string = [H]/N=C(/N)C=O

---

Entry 5:
A 2-piece molecular cluster, CH7N4 overall at a distorted geometry. Source: the OMol25 dataset; level of theory: ωB97M-V/def2-TZVPD.

```
12
Properties=species:S:1:pos:R:3:lowdin_charge:R:1
C 1.777 -0.347 -0.865 -0.25
N 2.920 -0.612 -1.099 0.23
N -0.607 0.059 -0.974 0.06
N 0.606 -0.418 -0.510 0.01
N -1.419 0.332 1.499 0.06
H -1.078 0.449 0.130 0.12
H 3.792 -0.209 -0.778 0.11
H -0.937 -0.614 -1.658 0.16
H -0.549 0.922 -1.537 0.16
H -1.346 -0.692 1.802 0.12
H -0.715 0.578 2.160 0.06
H -2.444 0.552 1.830 0.15
```

Kohn-Sham gap = 11.0 eV
energy relative to the best compared isomer or geometry (same formula, charge and spin) = 22.1 kcal/mol
total energy = -260.98966 a.u.
spin multiplicity = 1
lowest unoccupied orbital energy = -3.56 eV
charge = +1

---

Entry 6:
C27H46N2OPdSe2Si3 as an isolated structure at a distorted geometry. Source: the OMol25 dataset; level of theory: ωB97M-V/def2-TZVPD.

```
82
Properties=species:S:1:pos:R:3:lowdin_charge:R:1
Pd 0.280 -0.548 0.071 0.04
C -1.292 3.227 -0.784 -0.19
O -0.595 2.017 -0.750 -0.37
Si 0.831 1.661 -1.603 0.24
C 1.662 3.382 -1.578 -0.19
C 0.262 1.501 -3.400 -0.18
C 2.013 0.383 -1.121 -0.46
Si 1.912 -1.353 -1.747 0.29
C 0.881 -1.674 -3.314 -0.21
C 1.766 -2.987 -0.718 -0.21
C 3.669 -1.725 -2.445 -0.23
Si 2.633 0.498 0.635 0.29
C 4.519 0.856 0.488 -0.22
C 2.734 -0.940 1.886 -0.21
C 2.006 1.989 1.613 -0.19
H -0.641 4.088 -0.595 0.06
H -2.060 3.204 -0.007 0.08
H -1.789 3.386 -1.753 0.08
H 1.189 4.060 -2.300 0.01
H 2.720 3.284 -1.844 0.02
H 1.610 3.857 -0.595 0.00
H -0.013 2.486 -3.795 0.01
H -0.609 0.844 -3.482 0.00
H 1.061 1.089 -4.025 0.02
H -0.119 -1.240 -3.266 -0.04
H 0.784 -2.757 -3.463 0.01
H 1.390 -1.255 -4.191 0.02
H 1.101 -2.915 0.147 -0.02
H 2.751 -3.277 -0.334 0.01
H 1.398 -3.792 -1.369 0.01
H 3.934 -0.995 -3.221 0.01
H 3.714 -2.734 -2.886 0.01
H 4.429 -1.667 -1.656 0.00
H 5.025 0.007 0.013 0.00
H 4.996 1.038 1.463 0.01
H 4.678 1.736 -0.149 0.01
H 3.432 -1.715 1.545 0.02
H 1.768 -1.411 2.070 -0.03
H 3.097 -0.539 2.841 0.02
H 2.312 2.929 1.145 0.01
H 2.408 1.968 2.632 0.03
H 0.914 1.966 1.663 0.00
C -1.769 -3.697 0.547 -0.05
N -2.219 -3.632 -0.836 -0.06
C -2.333 -2.485 -1.582 -0.72
Se -2.069 -0.778 -1.076 0.75
N -2.689 -2.908 -2.838 0.10
C -2.822 -4.282 -2.895 -0.19
C -3.174 -5.155 -3.902 -0.03
C -3.212 -6.515 -3.593 -0.12
C -2.904 -6.971 -2.313 -0.12
C -2.549 -6.084 -1.297 -0.02
C -2.513 -4.740 -1.608 -0.17
H -1.526 -2.694 0.897 -0.04
H -0.882 -4.327 0.612 0.09
H -2.564 -4.100 1.177 0.09
H -2.808 -2.246 -3.584 0.14
H -3.405 -4.798 -4.898 0.10
H -3.487 -7.225 -4.363 0.09
H -2.938 -8.032 -2.100 0.09
H -2.311 -6.433 -0.301 0.11
C 0.702 -0.460 8.404 -0.08
C 0.272 -0.478 6.959 -0.31
C 0.263 -1.651 6.219 -0.05
C -0.148 -1.686 4.886 -0.31
C -0.133 -3.001 4.155 -0.11
C -0.581 -0.509 4.242 -0.57
Se -1.266 -0.546 2.456 0.59
C -0.541 0.694 4.982 -0.31
C -0.955 1.996 4.352 -0.11
C -0.128 0.686 6.312 -0.05
H 0.741 -1.473 8.812 0.06
H 0.010 0.122 9.019 0.06
H 1.695 -0.016 8.531 0.07
H 0.583 -2.578 6.692 0.10
H 0.190 -3.807 4.821 0.06
H 0.537 -2.958 3.292 0.06
H -1.124 -3.227 3.752 0.05
H -1.975 1.933 3.966 0.05
H -0.326 2.228 3.490 0.05
H -0.886 2.811 5.078 0.06
H -0.121 1.626 6.861 0.10
```

Kohn-Sham gap = 4.3 eV
total energy = -7040.55454 a.u.
spin multiplicity = 1
lowest unoccupied orbital energy = 4.09 eV
charge = -2

---

Entry 7:
A 2-piece molecular cluster, C20H19NO3 overall at a distorted geometry. Source: the OMol25 dataset; level of theory: ωB97M-V/def2-TZVPD.

```
43
Properties=species:S:1:pos:R:3:lowdin_charge:R:1
C -1.547 -2.184 0.447 -0.08
C -1.820 -1.549 -0.845 -0.20
C -1.068 -1.952 -2.005 -0.44
O 0.022 -2.528 -1.924 0.00
C -1.711 -1.640 -3.366 -0.10
C -3.209 -1.689 -3.251 -0.15
O -3.683 -0.767 -2.210 -0.01
C -3.045 -0.754 -1.011 -0.49
O -3.498 -0.061 -0.099 0.02
H -2.312 -1.882 1.171 0.08
H -1.544 -3.284 0.351 0.09
H -0.558 -1.879 0.812 0.07
H -1.368 -0.647 -3.698 0.11
H -1.373 -2.383 -4.095 0.12
H -3.713 -1.352 -4.163 0.12
H -3.536 -2.711 -2.997 0.13
C 3.584 1.012 1.870 -0.01
N 2.211 0.933 1.367 -0.01
C 2.017 1.245 0.032 -0.11
C 3.085 1.667 -0.778 -0.01
C 2.860 2.045 -2.101 -0.04
C 1.570 1.964 -2.663 -0.06
C 0.508 1.508 -1.898 0.01
C 0.696 1.158 -0.534 -0.11
C -0.361 0.749 0.285 0.09
C -0.177 0.619 1.670 -0.12
C 1.153 0.680 2.222 -0.10
C 1.320 0.456 3.603 -0.01
C 0.219 0.190 4.419 -0.04
C -1.084 0.160 3.886 -0.06
C -1.278 0.392 2.536 0.00
H 3.647 0.638 2.888 0.07
H 4.242 0.398 1.245 0.11
H 3.955 2.047 1.854 0.11
H 4.097 1.713 -0.368 0.10
H 3.695 2.405 -2.702 0.11
H 1.408 2.263 -3.700 0.11
H -0.501 1.424 -2.308 0.13
H -1.373 0.755 -0.106 0.11
H 2.310 0.488 4.060 0.10
H 0.376 0.009 5.482 0.11
H -1.939 -0.049 4.531 0.11
H -2.277 0.394 2.091 0.12
```

Kohn-Sham gap = 4.5 eV
energy relative to the best compared isomer or geometry (same formula, charge and spin) = 38.2 kcal/mol
total energy = -1053.95835 a.u.
spin multiplicity = 1
lowest unoccupied orbital energy = -1.84 eV
charge = 0